Record 1
This record from the OMol25 dataset describes C3H4Cl2O in the gas phase. The level of theory is wB97M-V/def2-TZVPD.

As for the HOMO energy: -0.383 Ha. The molecular weight comes out at 126.97 g mol⁻¹. The SMILES is O=CCC(Cl)Cl. Its energy above the lowest of the compared OMol25 structures with the same formula, charge and spin is 63.4 kJ/mol. The calculation puts the HOMO-LUMO gap at 10.8723 eV.

Structure (ORCA input):
```
! RIJCOSX wB97M-V def2-TZVPD def2/J DEFGRID3
* xyz 0 1
O -0.086 -2.531 -0.785
C 0.814 -1.949 -0.264
C 1.030 -0.520 -0.541
C -0.252 0.274 -0.203
Cl -0.117 2.018 -0.715
Cl -0.625 0.133 1.568
H 1.681 -2.492 0.139
H 1.861 -0.118 0.069
H 1.233 -0.418 -1.613
H -1.022 -0.120 -0.777
*
```

***

Record 2
This record from the OMol25 dataset describes C4H5NO in the gas phase. The level of theory is wB97M-V/def2-TZVPD.

As for the HOMO energy: -0.358 Ha. The molecular weight comes out at 83.09 g mol⁻¹. Its energy above the lowest of the compared OMol25 structures with the same formula, charge and spin is 389.2 kJ/mol. The calculation puts the HOMO-LUMO gap at 9.6362 eV.

Structure (ORCA input):
```
! RIJCOSX wB97M-V def2-TZVPD def2/J DEFGRID3
* xyz 0 1
C -1.528 0.153 0.024
C -0.376 -0.321 -0.856
C 1.050 -0.216 -0.478
O 1.152 0.246 0.802
C 2.423 0.270 1.155
N 3.540 0.273 1.455
H -1.524 -0.336 1.002
H -2.478 -0.082 -0.467
H -1.493 1.235 0.183
H -0.401 0.130 -1.859
H -0.446 -1.401 -1.076
*
```